# 1
{
  "formula": "C39H60N3O6PSiTi",
  "method": "ωB97M-V/def2-TZVPD",
  "species": ["C", "C", "C", "H", "H", "C", "H", "C", "H", "C", "C", "O", "H", "C", "O", "H", "H", "H", "C", "H", "H", "C", "H", "C", "H", "C", "H", "C", "H", "H", "P", "H", "H", "Si", "H", "H", "C", "H", "C", "O", "H", "H", "C", "C", "H", "C", "O", "H", "C", "H", "C", "O", "H", "H", "C", "C", "H", "N", "H", "H", "H", "H", "H", "H", "H", "H", "H", "C", "C", "C", "Ti", "C", "C", "H", "H", "H", "H", "C", "C", "C", "H", "H", "N", "H", "C", "H", "H", "C", "O", "C", "C", "H", "H", "H", "H", "H", "H", "C", "H", "C", "H", "H", "H", "N", "H", "H", "H", "C", "C", "C", "H"],
  "xyz": [[0.017718, -1.749772, 5.883123], [0.153532, -4.789926, 0.277898], [-3.283488, -0.075609, 0.277010], [4.859980, 1.327075, -0.833285], [-0.457438, 1.061979, -4.328976], [-2.893515, 0.301727, -3.277712], [-4.930840, -0.985559, 1.235678], [-4.018278, 3.987970, 2.253752], [-3.955171, -2.886468, 2.286825], [0.097002, -2.982955, -3.600994], [0.826982, 2.991252, -1.718229], [3.581846, 0.707745, -2.310566], [1.036010, -3.242890, 4.725646], [0.900466, -1.376304, 3.678004], [-4.078333, 0.593146, -0.362261], [-1.584187, 0.558679, -5.607259], [1.135426, -0.915572, 0.798288], [-3.465521, 0.677130, -4.130631], [-0.357765, -2.864329, -1.250946], [3.293633, 1.116454, -4.650731], [1.808542, -4.531704, -5.174410], [-1.740866, -0.580891, -3.765280], [0.191512, -5.201140, -5.386341], [-0.929966, 0.201111, -4.808097], [0.865324, -5.909598, -2.084499], [1.034799, 0.162173, 0.605491], [-0.156380, -0.431570, -5.249080], [-3.323209, -2.374177, 1.548653], [-1.776617, -2.329514, -5.125719], [0.946981, -4.337726, 0.879984], [2.083342, -0.042687, -2.353195], [4.376992, -1.726418, -2.306673], [1.541255, 2.557192, -2.416875], [0.936149, 1.068992, 2.215818], [3.145624, -2.869765, -2.903292], [2.837360, 0.415652, 4.515719], [0.525245, -4.885478, -2.202209], [1.367063, -6.049654, -4.376491], [-3.857698, -0.949230, 1.411428], [2.437588, -1.419681, -1.610219], [-1.124507, 4.349918, 0.436135], [-0.915906, -0.050439, 6.796261], [-3.196400, 4.260536, 0.997969], [0.459435, -0.048572, 3.679372], [-5.088975, 4.051201, 2.044822], [-2.429495, -1.779643, -4.451532], [-1.997480, -0.068461, 0.118675], [4.987813, 1.321653, 5.267179], [-3.660792, 2.591293, 2.751250], [-2.807038, -2.473448, -3.698512], [3.308451, 2.724703, 2.109594], [2.280690, -0.533214, -3.900085], [5.002826, 4.031517, 1.957646], [1.429704, -1.755446, 2.810354], [0.522947, -4.294412, -3.459474], [4.520692, 1.720043, 4.373822], [-3.273760, -1.409566, -5.036353], [-0.903901, -0.947429, -2.597396], [-3.446348, -2.907512, 0.598170], [1.989487, 0.456896, 0.162989], [3.189483, 1.861291, -0.603175], [-1.710833, -3.241532, 2.483738], [-1.453691, 4.913751, 2.095033], [6.092513, 3.136837, 3.994614], [-0.162300, -2.405638, 6.725764], [0.352425, -5.859622, 0.200267], [-1.673590, -1.613831, 2.495975], [0.049593, 2.760961, 2.139888], [-0.410045, -0.429455, 5.915906], [2.655779, 1.703314, 2.808247], [-0.501561, 0.169312, -0.953014], [3.302078, 1.211890, 3.946724], [-1.716402, 4.150646, 1.331843], [-3.969076, 1.875082, 1.991610], [-3.424376, 3.511917, 0.236467], [3.692028, -2.960170, -1.213946], [0.591772, 3.301211, 1.356034], [-0.184956, 0.405807, 4.831447], [5.140489, 2.739278, 3.664579], [-0.394622, -2.229024, -2.516259], [-2.545689, 1.153866, -2.701211], [-3.777419, 4.732525, 3.022836], [-1.916463, -2.418163, 1.934773], [-1.908324, 1.448164, 3.274918], [2.518505, 0.403988, -4.938574], [0.535436, 3.982830, -2.076485], [-0.750939, -2.331242, -0.388042], [3.963236, 1.676220, -1.349224], [-1.495806, 2.698664, -1.760611], [0.684936, -2.217718, 4.758436], [3.479975, -2.290940, -2.046191], [-4.184846, 2.356944, 3.682899], [2.848663, 3.135143, 1.214811], [2.859584, -0.162802, -5.804480], [-1.880881, 3.134122, 3.835991], [0.178938, -2.526206, -4.578318], [-0.507285, 1.440262, 4.888085], [4.528035, 3.238176, 2.523528], [-3.408268, 5.253235, 0.592563], [-0.433866, 2.107403, -1.560485], [-3.562574, -0.279637, -2.646235], [1.610854, 0.949467, -5.204816], [-0.787914, -4.646233, 0.807054], [-1.370080, 2.817417, 1.813239], [-3.691357, -0.416635, 2.355732], [4.188157, 2.617606, -1.856899], [0.244916, 3.334516, 3.070204], [0.107087, -4.155801, -1.090261], [1.001016, -5.064061, -4.665700], [-2.158829, 2.472769, 2.985751], [1.317983, 3.094857, -0.745250]],
  "forces_ev_per_angstrom": [[0.0, 0.1, -0.1], [0.0, 0.1, -0.1], [-0.8, 0.1, 0.3], [0.0, 0.0, 0.0], [0.0, 0.0, 0.0], [0.2, -0.1, 0.1], [0.0, 0.0, 0.1], [0.0, -0.1, -0.1], [-0.1, 0.0, -0.1], [0.1, 0.2, 0.0], [-0.2, 0.1, 0.0], [-0.5, 0.0, -0.1], [0.0, 0.0, 0.0], [0.0, 0.1, -0.2], [0.2, 0.0, 0.0], [0.0, 0.0, 0.0], [0.0, 0.0, 0.0], [0.0, 0.0, 0.0], [-0.1, 0.2, -0.3], [0.0, 0.0, 0.0], [0.0, 0.0, 0.0], [-0.1, 0.0, -0.3], [0.0, 0.0, 0.0], [0.0, -0.2, 0.1], [0.0, 0.0, 0.0], [0.2, 0.1, 0.5], [0.0, 0.0, 0.0], [0.0, 0.0, 0.0], [0.0, -0.1, 0.0], [-0.1, 0.0, 0.0], [1.1, -0.2, -0.2], [0.0, 0.0, 0.0], [0.1, 0.0, 0.0], [0.3, 0.2, -0.1], [-0.1, -0.1, -0.1], [0.0, 0.0, 0.0], [0.0, 0.1, 0.0], [0.0, 0.0, 0.0], [0.4, -0.1, -0.2], [0.0, -0.1, -0.1], [0.0, 0.0, 0.0], [0.0, 0.0, 0.0], [0.1, 0.0, 0.2], [-0.1, -0.1, -0.1], [0.0, 0.0, 0.0], [0.1, 0.0, 0.0], [-1.2, -0.5, 0.8], [0.0, 0.0, 0.0], [0.1, 0.2, 0.1], [0.0, 0.0, 0.0], [-0.1, 0.0, -0.1], [-0.2, 0.0, 0.1], [0.0, 0.0, 0.0], [0.0, 0.0, 0.0], [0.1, 0.0, 0.1], [0.1, 0.1, 0.0], [0.0, 0.0, 0.0], [-0.3, -0.2, -0.3], [0.0, 0.1, 0.0], [0.1, 0.0, 0.2], [0.1, 0.0, -0.1], [0.0, 0.0, 0.1], [0.0, 0.0, 0.0], [0.0, 0.0, 0.0], [0.0, 0.0, 0.0], [0.0, 0.0, 0.0], [0.1, 0.1, 0.1], [-0.2, -0.2, 0.2], [0.0, -0.1, 0.1], [0.0, -0.1, -0.1], [0.8, -0.4, -0.3], [-0.1, 0.0, -0.1], [0.0, 0.0, -0.2], [0.0, -0.1, 0.0], [0.0, 0.0, -0.1], [0.0, 0.0, 0.0], [0.0, -0.1, 0.0], [0.1, 0.1, 0.0], [0.0, -0.1, 0.0], [-0.1, -0.6, 0.1], [-0.1, 0.0, 0.0], [0.0, 0.0, 0.0], [0.1, 0.0, 0.0], [-0.1, 0.1, 0.0], [0.1, 0.1, 0.0], [-0.1, 0.0, 0.0], [-0.1, -0.1, 0.1], [0.0, 0.0, 0.1], [-0.1, 0.0, 0.0], [0.0, -0.1, 0.1], [0.0, 0.0, 0.1], [0.0, 0.0, 0.0], [0.0, 0.0, 0.0], [0.0, 0.0, 0.0], [0.0, 0.0, 0.0], [0.0, 0.0, 0.0], [0.0, -0.1, 0.0], [0.1, 0.0, 0.0], [0.0, 0.0, 0.0], [0.3, 1.8, -0.3], [0.0, 0.0, 0.1], [0.0, 0.0, 0.0], [0.0, 0.0, 0.0], [0.0, 0.2, 0.1], [0.0, 0.0, 0.0], [0.0, 0.0, 0.0], [0.1, 0.0, 0.0], [0.1, -0.2, 0.1], [0.0, 0.1, 0.0], [-0.1, -0.1, -0.1], [0.1, 0.0, -0.1]],
  "total_charge": -1,
  "largest_force_ev_per_a": 1.8,
  "homo_lumo_gap_ha": [0.22451, 0.25083],
  "spin_multiplicity": 2,
  "energy_ha": -3618.26591
}



# 2
{
  "formula": "C39H61BCl2N10OPS3V",
  "method": "ωB97M-V/def2-TZVPD",
  "species": ["C", "C", "C", "C", "H", "H", "H", "H", "O", "C", "C", "H", "C", "C", "N", "C", "S", "H", "H", "H", "C", "C", "H", "H", "H", "C", "N", "H", "H", "C", "H", "H", "H", "H", "H", "N", "H", "C", "H", "H", "N", "H", "C", "H", "H", "H", "H", "C", "H", "H", "H", "C", "H", "N", "H", "H", "C", "H", "C", "H", "H", "Cl", "H", "H", "P", "C", "N", "H", "Cl", "H", "C", "C", "C", "C", "H", "N", "H", "C", "H", "C", "S", "V", "C", "H", "C", "H", "H", "C", "C", "H", "C", "S", "H", "H", "H", "C", "H", "B", "C", "C", "H", "C", "C", "H", "H", "N", "C", "N", "C", "N", "H", "C", "H", "H", "H", "H", "H", "H", "H"],
  "xyz": [[-0.847600, -3.684000, -2.768600], [-0.746400, 3.619600, 0.021500], [-3.033000, 2.866700, 0.146800], [1.645900, -0.758500, -6.359300], [1.474900, 2.103200, -5.711800], [-1.859600, -0.898500, 6.002800], [6.511000, 2.103800, 2.243800], [-2.842000, 6.228100, 0.213300], [0.379100, -0.044500, -2.277300], [-1.666900, 2.544000, 0.018900], [-3.448400, 4.181600, 0.218300], [3.044600, 0.270600, -4.140900], [-0.645600, -1.281300, 2.718900], [-0.510200, 3.613600, -3.625500], [0.461700, 0.514900, -4.752400], [0.668700, 1.387300, -5.906500], [-0.088700, 0.269700, 2.273600], [1.226400, -1.379800, -4.281000], [0.281200, 3.709500, -4.370000], [-0.358700, 4.365100, -2.840700], [-2.827900, -1.121300, 5.560700], [4.489400, 1.703300, -3.374600], [0.532600, -3.625900, -4.452400], [4.698400, 1.342900, -0.039500], [-2.199200, 4.835300, -4.254600], [-0.197400, -4.298000, -4.011300], [3.692500, 0.244000, 2.251200], [-3.471900, 1.195800, 4.333100], [-0.969300, -4.488800, -4.749800], [3.760000, -0.480300, 3.416500], [-1.912600, 1.021400, -3.996500], [-4.499600, 4.405700, 0.301400], [4.612700, 3.889900, -3.471100], [3.672100, 3.145600, -4.774200], [3.331200, 0.124500, -2.401600], [0.021900, -2.407300, 2.390000], [-2.135700, -2.672400, -4.175700], [2.672400, 3.116700, -2.847200], [-2.435100, -5.141700, -2.716400], [5.053900, 2.933400, 0.635900], [0.203600, -3.252500, -1.829400], [2.687600, -0.571200, -6.089500], [5.915200, 1.219200, 2.446100], [-3.574600, -0.502800, 6.048900], [-1.717900, 1.037900, 4.289600], [-4.947200, -0.655800, 3.798700], [-1.194700, -1.571600, -3.162700], [2.065900, -3.359600, -0.660100], [2.775500, 2.637300, 2.877900], [1.942400, -4.209400, -2.671100], [3.055400, -3.545700, -0.289300], [0.760500, -0.863000, -5.119700], [5.157800, 1.315800, -4.137900], [-1.737700, -1.614800, 3.444700], [1.951000, 3.873000, -3.146000], [-4.358000, -2.301800, 3.612800], [-2.644400, 0.680300, 3.850300], [1.604400, -1.659200, -6.968500], [0.014400, -2.612100, -0.647600], [-3.709500, 2.634500, -3.855300], [-0.173100, -1.376100, -5.382800], [-4.136400, 1.546300, 0.176400], [1.811000, -3.638000, 1.980400], [6.056400, 0.960800, 3.491100], [0.629200, 1.108900, -3.185400], [1.046000, 0.455200, -7.063300], [2.138500, 1.770800, -2.974400], [4.328500, 3.471200, 2.979800], [0.890800, 3.131100, -0.080100], [3.946400, 2.180300, 4.115700], [-2.512500, 5.204000, 0.172500], [3.239000, 0.834900, -3.225800], [-2.818300, -0.819900, 4.057600], [-1.747000, -2.508600, -3.173500], [-2.129800, 1.145500, -2.234300], [-0.528400, 2.288200, -2.996400], [3.381200, 2.419000, 0.458100], [2.945100, -1.548300, 3.296600], [2.732300, -2.335000, 3.988500], [-1.891600, 3.793500, -4.261000], [-1.390300, -1.754600, -0.206800], [-0.040500, 0.197700, -0.154600], [-1.669900, -4.760400, -2.047700], [-2.594100, -2.412100, -2.497700], [-1.152800, 4.933500, 0.083400], [-1.034800, -5.589000, -1.739300], [-4.084400, -1.119900, 2.330400], [-4.133800, -1.259000, 3.408100], [3.836100, 2.509800, 3.086900], [4.370600, -0.189800, 4.244800], [4.446800, 1.502700, 2.108300], [2.315300, 0.039200, -0.122600], [-2.155600, -4.343600, -1.167500], [-0.245400, 1.945100, -6.128300], [-2.654600, 0.935700, 2.793200], [-2.771100, 2.912600, -3.384000], [-1.896100, 3.437900, -5.292300], [1.352900, -2.590200, 1.641300], [-1.758200, -2.985300, 3.541800], [4.384200, 2.077600, 0.696900], [-0.350800, -4.475100, 2.751700], [1.503200, -3.700300, -1.841000], [-1.877100, 1.707600, -3.137700], [-2.980400, 3.426700, -2.445600], [2.962700, 3.307500, -1.805100], [2.358300, -1.498800, 2.061300], [-0.678500, -3.467300, 2.892900], [-1.187900, 1.325900, -0.112500], [3.928500, 3.080900, -3.714900], [1.133900, -2.702500, 0.098900], [-2.524300, -3.517400, 4.062600], [2.802600, -0.384800, 1.443700], [-0.426500, 5.732500, 0.067100], [1.733500, 0.936400, -7.756000], [-3.071600, -2.160000, 5.765700], [0.277100, -5.249100, -3.782300], [5.031200, 1.756200, -2.431000], [6.296100, 0.406700, 1.831400], [0.156100, 0.148500, -7.614900]],
  "forces_ev_per_angstrom": [[-0.6, -0.2, -0.3], [-0.7, -0.4, 0.0], [0.7, -0.2, -0.1], [-0.1, 0.0, 0.1], [0.0, 0.1, 0.0], [0.1, 0.0, 0.0], [0.0, 0.1, 0.0], [-0.1, 0.2, 0.0], [-0.3, -0.5, 1.1], [-0.7, 2.4, 0.3], [0.0, 0.0, 0.0], [0.0, 0.0, 0.0], [0.3, 0.2, 0.1], [0.1, 0.5, -0.1], [0.4, 0.2, 0.9], [-0.1, 0.3, -0.1], [0.3, 0.4, 0.2], [0.0, -0.1, 0.0], [0.0, 0.1, 0.0], [0.1, 0.0, -0.2], [0.0, 0.0, -0.2], [-0.1, 0.1, -0.1], [0.1, 0.1, -0.1], [0.0, 0.0, -0.1], [0.0, 0.1, -0.1], [0.0, 0.1, 0.3], [-0.6, -0.7, -0.2], [-0.1, -0.1, 0.1], [-0.1, 0.0, 0.0], [-0.1, -0.4, 0.5], [-0.1, 0.1, 0.1], [-0.1, 0.0, 0.0], [0.0, 0.1, 0.0], [-0.1, 0.0, 0.0], [0.1, 0.0, -0.2], [-0.2, 0.2, 0.4], [0.0, -0.1, -0.1], [0.0, 0.4, 0.1], [-0.1, -0.1, -0.1], [0.1, 0.0, 0.1], [0.6, 0.3, 0.6], [0.0, 0.0, 0.0], [-0.2, 0.0, 0.0], [-0.1, 0.1, 0.0], [0.0, 0.1, 0.0], [-0.1, 0.1, 0.1], [0.0, 0.0, 0.0], [0.2, -0.2, -0.3], [-0.1, 0.0, 0.0], [0.0, -0.1, -0.1], [0.1, 0.0, 0.0], [0.0, -0.4, 0.0], [0.1, 0.0, 0.0], [0.6, -0.2, -0.4], [0.1, 0.0, 0.1], [0.0, -0.1, 0.0], [0.0, -0.1, -0.1], [0.1, 0.0, 0.0], [-0.1, -0.4, 0.0], [-0.1, 0.0, 0.0], [0.1, -0.1, 0.1], [-0.3, 0.0, 0.0], [0.1, -0.2, 0.1], [0.0, -0.1, 0.1], [0.2, 1.5, -1.3], [0.0, 0.0, 0.1], [-0.9, -0.4, -0.3], [0.1, 0.1, 0.0], [0.5, 0.6, 0.1], [0.0, 0.0, 0.1], [0.1, 0.0, 0.0], [0.3, -0.5, -0.1], [-0.5, 0.4, 0.3], [-0.1, 0.1, -0.1], [-0.1, 0.1, -0.2], [0.6, -0.7, -0.3], [0.1, 0.0, -0.1], [0.3, 0.2, 0.2], [0.0, -0.2, 0.2], [0.1, 0.0, 0.2], [-0.6, 0.3, 0.2], [0.2, -1.5, -0.2], [0.1, 0.1, -0.1], [0.1, 0.1, -0.1], [0.0, 0.0, 0.0], [0.1, -0.1, 0.0], [0.0, 0.0, -0.1], [0.1, 0.0, 0.0], [0.0, -0.1, -0.1], [0.1, 0.1, 0.1], [0.3, 0.7, -0.1], [0.5, 0.4, -0.8], [-0.1, 0.0, 0.0], [0.1, 0.1, 0.0], [0.0, 0.1, 0.0], [0.1, 0.0, 0.0], [0.0, 0.0, 0.0], [-0.3, 0.3, -0.1], [0.2, -0.7, -0.1], [0.0, 0.0, 0.1], [0.1, -0.2, 0.0], [0.4, 0.0, 0.2], [-0.5, -0.3, 0.2], [-0.1, 0.0, 0.0], [-0.1, 0.1, -0.1], [0.6, 0.5, -0.2], [-0.4, -0.2, 0.2], [-0.7, -0.5, -0.6], [-0.1, 0.0, 0.2], [-0.2, -0.5, -0.3], [-0.2, -0.1, 0.1], [0.1, -0.4, 0.3], [0.0, 0.0, 0.0], [0.0, 0.0, -0.1], [0.0, -0.1, 0.0], [0.1, -0.1, 0.0], [0.0, 0.0, 0.0], [0.0, -0.1, -0.1], [0.0, 0.1, 0.0]],
  "total_charge": 1,
  "largest_force_ev_per_a": 2.5,
  "homo_lumo_gap_ha": [0.27776, 0.30249],
  "spin_multiplicity": 2,
  "energy_ha": -5570.80366
}